[1]
16
Properties=species:S:1:pos:R:3:nbo_charge:R:1 method="wB97M-V/def2-TZVPD" total_charge=+2 total_energy_ha=-375.4289 orbital_gap_ev="7.70 / 8.87" molar_mass_da=112.1 de_lowest_kcal_mol=108.4 multiplicity=1
C 0.955 1.261 -0.046 0.374
C -1.192 -1.481 0.966 0.370
C -1.503 0.703 0.030 -0.072
C 1.603 -0.728 -0.823 -0.154
N -0.133 0.518 -0.338 -0.187
N 0.196 -0.690 -0.762 -0.081
N 2.021 0.575 -0.340 -0.433
N -1.894 -0.455 0.884 -0.502
H 0.934 2.273 0.332 0.293
H -1.305 -2.411 1.494 0.263
H -1.658 1.641 0.578 0.273
H -2.151 0.693 -0.861 0.282
H 2.067 -1.575 -0.289 0.301
H 1.890 -0.898 -1.883 0.301
H 2.987 0.887 -0.270 0.491
H -2.817 -0.313 1.328 0.480

[2]
17
Properties=species:S:1:pos:R:3:nbo_charge:R:1 method="wB97M-V/def2-TZVPD" total_energy_ha=-451.2677 smiles="C[C@H]1ON=CN=C1NN" orbital_gap_ev=9.01 molar_mass_da=128.1 de_lowest_kcal_mol=157.2 multiplicity=1
C 0.575 -1.381 1.273 -0.679
C 0.552 -0.648 -0.095 0.010
O 0.330 -1.664 -1.115 -0.391
N 0.503 -1.181 -2.404 -0.160
C -0.241 -0.071 -2.726 0.147
N -0.778 0.691 -1.648 -0.567
C -0.591 0.349 -0.391 0.447
N -1.085 1.141 0.560 -0.442
N -0.241 1.324 1.770 -0.656
H -0.380 -2.118 1.111 0.242
H 0.620 -0.467 2.104 0.277
H 1.666 -1.841 1.333 0.227
H 1.538 -0.111 -0.242 0.195
H -0.345 -0.137 -3.865 0.241
H -1.385 2.145 0.189 0.391
H -1.070 1.684 2.447 0.368
H 0.333 2.284 1.699 0.351

[3]
17
Properties=species:S:1:pos:R:3:nbo_charge:R:1 method="wB97M-V/def2-TZVPD" total_energy_ha=-451.2350 orbital_gap_ev="8.50 / 8.50" molar_mass_da=128.1 de_lowest_kcal_mol=177.8 multiplicity=1
C -1.512 0.677 -1.595 -0.270
C -0.813 1.505 -2.409 0.483
C 1.645 -1.054 1.065 -0.680
C 0.446 -0.584 1.923 -0.132
N 0.320 1.196 -0.499 -0.100
N -1.180 -0.165 0.602 -0.354
N -0.773 0.479 -0.407 0.056
N -1.252 1.968 -3.624 -0.819
O 0.354 1.785 -1.772 -0.314
H -2.392 0.102 -1.876 0.226
H 2.559 -0.420 1.094 0.224
H 1.962 -2.075 1.275 0.213
H 1.200 -1.061 0.051 0.246
H 0.500 0.349 2.443 0.206
H -0.044 -1.405 2.312 0.190
H -2.082 1.458 -3.781 0.409
H -0.995 2.931 -3.783 0.417

[4]
18
Properties=species:S:1:pos:R:3:nbo_charge:R:1 method="wB97M-V/def2-TZVPD" total_charge=+1 total_energy_ha=-505.7942 smiles="[H]/N=C(/NN)O/N=C(/C)C#[NH+]" orbital_gap_ev="6.16 / 6.16" molar_mass_da=142.1 de_lowest_kcal_mol=119.6 multiplicity=1
H -2.037 0.835 -2.206 0.377
N -2.088 -0.136 -1.813 -0.711
C -1.268 -0.479 -0.931 0.646
N -1.215 -1.826 -0.636 -0.487
N -1.786 -2.696 -1.594 -0.628
O -0.566 0.411 -0.114 -0.363
N 0.434 -0.108 0.704 0.092
C 1.220 0.810 1.195 0.005
C 2.571 0.506 1.681 -0.662
C 0.666 2.061 1.003 0.652
N 0.095 3.075 1.064 -0.413
H -0.594 -2.285 0.051 0.415
H -1.200 -2.568 -2.423 0.369
H -2.785 -2.510 -1.622 0.386
H 2.712 -0.119 2.630 0.294
H 2.965 -0.210 0.889 0.275
H 3.145 1.450 1.698 0.259
H -0.268 3.790 0.421 0.495

[5]
20
Properties=species:S:1:pos:R:3:nbo_charge:R:1 method="wB97M-V/def2-TZVPD" total_energy_ha=-636.1355 smiles="C=NOC(N)=O.Nn1cnnc1" orbital_gap_ev=10.63 molar_mass_da=172.1 de_lowest_kcal_mol=0.0 multiplicity=1
C 4.686 0.356 0.281 -0.118
N 3.836 -0.537 -0.003 -0.081
O 2.563 0.026 -0.056 -0.418
C 1.543 -0.878 -0.111 0.877
N 0.344 -0.208 -0.277 -0.857
O 1.680 -2.062 -0.056 -0.571
H 4.493 1.415 0.411 0.182
H 5.697 -0.033 0.402 0.199
H -0.407 -0.840 -0.040 0.397
H 0.235 0.560 0.336 0.385
N -1.988 1.720 -0.092 -0.624
N -2.556 0.435 -0.072 -0.234
C -2.805 -0.214 1.087 0.131
N -2.942 -1.482 0.865 -0.282
N -2.719 -1.713 -0.480 -0.275
C -2.493 -0.541 -1.010 0.115
H -2.769 2.330 -0.244 0.365
H -1.402 1.722 -0.922 0.374
H -2.784 0.336 2.029 0.216
H -2.212 -0.393 -2.046 0.218

[6]
19
Properties=species:S:1:pos:R:3:nbo_charge:R:1 method="wB97M-V/def2-TZVPD" total_charge=+1 total_energy_ha=-540.1474 orbital_gap_ev=7.51 molar_mass_da=154.2 de_lowest_kcal_mol=65.7 multiplicity=1
C -0.263 0.602 0.248 0.045
C -2.414 -0.104 0.125 0.496
C 2.557 0.817 0.373 0.671
C 2.201 -0.428 -0.205 0.322
N -1.119 -0.422 0.607 -0.602
N -2.324 0.986 -0.622 -0.327
N 2.919 1.704 1.047 -0.439
N -1.064 1.421 -0.490 -0.407
N -3.482 -0.907 0.167 -0.803
N 2.540 -1.139 0.821 -0.549
N 1.862 -0.635 -1.526 -0.782
H 2.796 2.533 1.513 0.468
H -0.690 2.381 -0.863 0.438
H -3.619 -1.381 1.117 0.408
H -4.326 -0.571 -0.295 0.429
H -0.805 -1.228 1.110 0.430
H 2.354 -2.093 0.684 0.364
H 1.202 0.008 -1.957 0.421
H 1.674 -1.545 -1.854 0.416

[7]
14
Properties=species:S:1:pos:R:3:nbo_charge:R:1 method="wB97M-V/def2-TZVPD" total_charge=-1 total_energy_ha=-287.0685 orbital_gap_ev=5.85 molar_mass_da=86.1 de_lowest_kcal_mol=43.7 multiplicity=1
C -2.329 -0.627 0.137 -0.718
C -1.904 0.661 0.097 -0.014
C 1.815 0.732 0.177 -0.695
C 0.791 -0.084 -0.524 -0.319
N -0.769 1.181 -0.360 -0.079
O -0.318 2.367 -0.073 -0.686
H -3.376 -0.847 0.287 0.173
H -1.675 -1.467 -0.012 0.170
H -2.658 1.432 0.279 0.167
H 1.428 1.777 0.153 0.279
H 1.911 0.454 1.227 0.188
H 2.803 0.721 -0.289 0.179
H 0.882 -0.177 -1.594 0.177
H 0.438 -0.967 -0.018 0.179

[8]
14
Properties=species:S:1:pos:R:3:nbo_charge:R:1 method="wB97M-V/def2-TZVPD" total_charge=+1 total_energy_ha=-286.8376 smiles=C1[NH2+][C@@H]2OC[C@H]12 orbital_gap_ev=11.48 molar_mass_da=86.1 de_lowest_kcal_mol=65.8 multiplicity=1
C 0.529 -0.316 -1.127 -0.257
N 1.123 0.805 -0.360 -0.544
C -0.167 0.982 0.474 0.256
O 0.031 0.184 1.635 -0.483
C -0.678 -0.944 1.097 -0.062
C -0.809 -0.196 -0.229 -0.262
H 0.860 -1.331 -0.935 0.247
H 0.191 -0.283 -2.183 0.272
H 1.953 0.563 0.101 0.454
H 1.266 1.804 -0.896 0.466
H -0.602 1.991 0.673 0.247
H -1.777 -1.191 1.568 0.223
H -0.121 -1.827 0.880 0.190
H -1.799 -0.242 -0.699 0.255

[9]
15
Properties=species:S:1:pos:R:3:nbo_charge:R:1 method="wB97M-V/def2-TZVPD" total_charge=-1 total_energy_ha=-362.4462 orbital_gap_ev=8.21 molar_mass_da=102.1 de_lowest_kcal_mol=48.9 multiplicity=1
O -1.705 0.748 1.428 -0.741
C -0.758 0.553 0.673 0.663
N -0.498 -0.400 -0.238 -0.903
C 0.648 -1.858 -1.138 0.287
O 0.509 -2.859 -0.434 -0.697
C 0.389 1.685 0.682 -0.508
C 1.038 1.875 -0.651 -0.612
H -1.088 -1.196 -0.008 0.345
H 1.596 -1.287 -1.195 0.088
H 0.132 -1.843 -2.121 0.089
H -0.133 2.528 1.133 0.198
H 1.079 1.237 1.402 0.194
H 1.884 2.575 -0.530 0.178
H 0.332 2.088 -1.452 0.205
H 1.520 0.934 -0.919 0.214

[10]
15
Properties=species:S:1:pos:R:3:nbo_charge:R:1 method="wB97M-V/def2-TZVPD" total_charge=-1 total_energy_ha=-362.3256 smiles=C[C@@H]1[C@H]([O-])[N@H+]1C[O-] orbital_gap_ev=8.02 molar_mass_da=102.1 de_lowest_kcal_mol=124.7 multiplicity=1
C -1.560 -0.392 1.195 -0.628
C -0.188 0.078 0.459 -0.167
C -0.661 0.861 -0.687 0.369
O -1.939 1.144 -1.093 -0.782
N 0.356 -0.565 -0.779 -0.656
C 2.091 -0.112 -0.677 0.224
O 2.825 -0.632 -1.534 -0.782
H -1.506 -0.017 2.231 0.183
H -2.334 0.073 0.678 0.249
H -1.825 -1.476 1.144 0.190
H 0.430 0.463 1.355 0.175
H 0.001 1.395 -1.217 0.139
H 0.436 -1.639 -0.637 0.370
H 2.078 -0.121 0.443 0.069
H 1.797 0.940 -0.883 0.047

[11]
15
Properties=species:S:1:pos:R:3:nbo_charge:R:1 method="wB97M-V/def2-TZVPD" total_charge=-1 total_energy_ha=-362.4205 smiles="C[C@@H](C=O)NC[O-]" orbital_gap_ev=6.87 molar_mass_da=102.1 de_lowest_kcal_mol=65.1 multiplicity=1
C 0.608 -1.332 0.593 -0.639
C 0.778 0.186 0.372 -0.172
C 1.353 0.488 -0.967 0.469
O 2.520 0.431 -1.269 -0.578
N -0.469 0.992 0.536 -0.695
C -1.699 0.661 -0.359 0.152
O -2.026 -0.599 -0.453 -0.936
H 1.336 -1.822 1.244 0.178
H 0.553 -1.908 -0.341 0.213
H -0.380 -1.553 0.990 0.257
H 1.466 0.496 1.178 0.189
H 0.589 0.728 -1.727 0.116
H -0.745 0.797 1.493 0.329
H -2.505 1.339 0.063 0.067
H -1.378 1.096 -1.354 0.048

[12]
15
Properties=species:S:1:pos:R:3:nbo_charge:R:1 method="wB97M-V/def2-TZVPD" total_charge=+1 total_energy_ha=-362.1350 orbital_gap_ev=10.28 molar_mass_da=102.1 de_lowest_kcal_mol=49.2 multiplicity=1
C 3.138 0.003 0.153 0.463
C -0.757 -1.104 -0.501 -0.207
C -1.164 -0.339 0.580 0.400
C -0.695 1.099 0.546 -0.708
N 0.427 -0.530 -1.224 -0.729
O 3.995 0.582 0.639 -0.410
O -2.038 -0.803 1.405 -0.584
H -0.850 -2.079 -0.626 0.220
H -1.220 1.624 1.386 0.256
H -0.982 1.543 -0.504 0.240
H 0.362 1.263 0.632 0.235
H 0.361 0.458 -1.536 0.435
H 0.650 -1.164 -2.034 0.457
H 1.283 -0.459 -0.637 0.441
H -2.511 -0.095 1.719 0.492

[13]
16
Properties=species:S:1:pos:R:3:nbo_charge:R:1 method="wB97M-V/def2-TZVPD" total_energy_ha=-703.6087 smiles="C#C[P@@](N)(=O)OCC" orbital_gap_ev="8.76 / 8.76" molar_mass_da=133.1 de_lowest_kcal_mol=137.2 multiplicity=1
C 1.806 -2.572 -0.264 -0.093
C 1.712 -1.373 -0.180 -0.485
P 1.401 0.339 -0.031 1.963
N 2.517 0.733 1.071 -1.137
O 1.328 1.850 -1.568 -0.873
O 0.092 0.519 0.752 -0.799
C -1.068 0.980 0.105 -0.117
C -1.734 -0.154 -0.440 -0.659
H 1.736 -3.668 -0.404 0.260
H 3.355 0.272 1.076 0.403
H 2.621 1.685 1.074 0.407
H -1.558 1.691 0.838 0.199
H -0.627 1.716 -0.590 0.251
H -2.680 0.049 -1.051 0.237
H -1.070 -0.959 -0.806 0.227
H -2.298 -0.745 0.316 0.216

[14]
16
Properties=species:S:1:pos:R:3:nbo_charge:R:1 method="wB97M-V/def2-TZVPD" total_charge=-1 total_energy_ha=-437.7225 orbital_gap_ev=7.55 molar_mass_da=118.1 de_lowest_kcal_mol=52.1 multiplicity=1
C 2.111 -2.127 0.618 -0.696
C 1.111 -1.569 1.626 0.750
O 1.569 -1.800 2.784 -0.793
O -0.042 -1.071 1.374 -0.814
H 1.772 -1.632 -0.453 0.155
H 2.156 -3.144 0.708 0.208
H 2.999 -1.666 0.828 0.203
C -0.029 1.211 -1.152 -0.771
C -1.270 1.716 -1.731 0.676
O -1.549 1.931 -2.883 -0.608
N -2.082 1.757 -0.592 -0.862
H -3.114 1.676 -0.813 0.370
H -1.900 1.335 0.324 0.424
H 0.465 1.853 -0.234 0.239
H 0.849 1.213 -1.924 0.207
H -0.020 0.197 -0.658 0.311

[15]
16
Properties=species:S:1:pos:R:3:nbo_charge:R:1 method="wB97M-V/def2-TZVPD" total_charge=-1 total_energy_ha=-437.7876 orbital_gap_ev=8.26 molar_mass_da=118.1 de_lowest_kcal_mol=11.2 multiplicity=1
C -0.790 1.646 -1.301 -0.723
C -0.933 2.196 0.099 0.674
O -1.241 3.347 0.369 -0.654
N -0.874 1.219 1.043 -0.830
H -0.630 1.420 1.999 0.383
H -0.767 0.252 0.808 0.434
H 0.245 1.551 -1.621 0.235
H -1.355 2.238 -2.027 0.211
H -1.252 0.665 -1.376 0.255
C 1.693 -2.110 0.521 -0.737
C 0.281 -2.013 -0.078 0.752
O 0.193 -1.872 -1.318 -0.777
O -0.663 -1.990 0.757 -0.818
H 1.798 -2.992 1.160 0.195
H 1.831 -1.257 1.182 0.203
H 2.466 -2.301 -0.218 0.197